Formula: C20H19N3O4
Source: OMol25
Level of theory: ωB97M-V with the def2-TZVPD basis set

```
46
Properties=species:S:1:pos:R:3:nbo_charge:R:1
C -0.18 -0.38 3.26 0.007
N 0.72 -0.85 1.10 -0.202
H -0.18 2.36 -3.15 0.228
C 3.39 1.40 0.28 -0.611
N 1.95 -0.87 1.58 -0.230
H 3.48 2.19 -0.46 0.213
H -3.44 -0.51 -0.56 0.246
H -0.95 1.08 -1.17 0.219
C 3.05 0.08 -0.40 -0.403
C 0.28 0.01 5.99 -0.196
C 2.99 -1.08 0.60 -0.224
O 3.44 -0.72 3.28 -0.613
C 2.28 -0.68 2.92 0.634
H -2.98 -2.03 -1.36 0.200
O -2.62 -0.04 1.57 -0.625
C -1.30 0.80 -2.15 -0.215
C -1.25 -0.14 4.13 -0.196
C -2.64 -0.65 -3.54 -0.251
H 2.62 1.68 0.99 0.203
H 2.79 -2.02 0.07 0.205
H 0.44 0.17 7.05 0.218
H 4.33 1.31 0.81 0.211
N -1.57 -1.16 -0.09 -0.597
C -1.33 1.15 -4.48 0.283
C -0.31 -0.62 1.85 0.064
O -2.52 -0.08 -5.95 -0.477
H -3.32 -1.47 -3.67 0.225
H 2.36 -0.27 5.52 0.241
C -2.21 0.08 -4.63 0.229
C -0.86 1.53 -3.25 -0.271
H -2.25 -0.10 3.73 0.256
H -2.53 1.59 -7.16 0.157
C 1.35 -0.23 5.15 -0.168
H -1.14 0.47 -7.38 0.158
O -1.07 1.69 -5.72 -0.490
H -1.85 0.24 6.14 0.219
C -2.17 -0.27 -2.28 -0.044
C -2.62 -1.04 -1.06 -0.243
H -0.66 -1.48 -0.40 0.419
C -1.62 -0.56 1.12 0.650
H 3.80 -0.16 -1.15 0.210
C -1.02 0.06 5.48 -0.188
C -1.82 0.93 -6.64 0.236
C 1.13 -0.43 3.79 -0.141
H 2.08 0.16 -0.90 0.209
H 3.93 -1.16 1.15 0.244
```

The value obtained for the energy above the lowest of the compared OMol25 structures with the same formula, charge and spin is 2.1849 eV. The SMILES is CCCn1nc(C(=O)NCc2ccc3c(c2)OCO3)c2ccccc2c1=O. Its LUMO energy is -0.016 eV. The value obtained for the electronic energy is -33708.9835 eV. Its charge is 0.



Formula: C20H19N3O4
Source: OMol25
Level of theory: ωB97M-V with the def2-TZVPD basis set

```
46
Properties=species:S:1:pos:R:3:nbo_charge:R:1
H -3.14 2.23 -4.68 0.223
H -2.41 -1.34 0.37 0.212
H 2.08 -0.72 3.49 0.234
C 1.02 -0.94 3.38 -0.202
H 1.02 -0.26 1.34 0.287
H -3.74 4.50 -3.07 0.249
C -2.59 4.17 -1.20 -0.027
H 1.48 -2.87 -2.17 0.206
H -1.74 -2.03 5.08 0.215
H -2.12 2.47 1.33 0.239
C -1.13 0.16 -0.30 -0.362
H -2.76 -1.64 2.82 0.202
C -1.49 -0.78 0.58 -0.052
H 0.72 -1.64 5.39 0.214
N -2.05 2.99 -0.72 -0.263
N -3.03 2.52 -2.60 -0.253
H -0.52 2.31 0.57 0.266
H -4.67 2.08 -3.82 0.222
C -3.60 1.85 -3.76 -0.434
H -3.46 0.77 -3.65 0.287
H 5.63 -3.94 -1.46 0.205
C -3.20 3.88 -2.38 -0.041
O 5.25 -0.18 1.21 -0.462
H -1.18 3.93 0.88 0.223
C 0.43 -0.66 2.15 -0.203
C -0.92 -0.97 1.91 -0.046
H -0.14 0.59 -0.36 0.274
C 3.54 -3.51 -1.93 -0.169
C 3.80 -1.45 -0.04 -0.097
C 0.25 -1.45 4.43 -0.188
C 4.88 -2.29 -0.31 -0.163
C -2.08 0.55 -1.38 0.486
C -1.70 -1.46 2.99 -0.199
O 1.48 -0.90 -0.54 -0.751
C 4.77 -3.30 -1.26 -0.329
N 4.06 -0.33 0.83 0.498
C -2.29 1.98 -1.60 0.334
H -2.50 5.10 -0.66 0.250
H 3.45 -4.33 -2.65 0.201
O 3.15 0.44 1.19 -0.446
O -2.72 -0.28 -2.05 -0.526
C -1.43 2.91 0.59 -0.419
C 2.44 -2.72 -1.67 -0.337
C -1.12 -1.68 4.24 -0.238
H 5.80 -2.11 0.23 0.238
C 2.48 -1.62 -0.73 0.442
```

The value obtained for the energy above the lowest of the compared OMol25 structures with the same formula, charge and spin is 8.4008 eV. Its LUMO energy is -1.850 eV. The value obtained for the electronic energy is -33702.7676 eV. Its charge is 0.